(1)
22
Properties=species:S:1:pos:R:3 method="wB97M-V/def2-TZVPD" e_tot_ev=-22647.771 e_above_lowest_kcal_mol=30.2 e_homo_ha=-0.196 lumo_energy_ha=-0.06937 gap_ev=3.43 multiplicity=1
O 7.98622 0.37649 5.23764
C 7.38053 -0.59105 5.92189
O 6.15709 -0.62547 6.08719
O 8.21174 -1.48131 6.29700
C 7.73891 -2.82865 6.73282
H 7.02348 -2.62244 7.55282
H 8.65091 -3.21406 7.22203
C 7.17168 1.38612 4.65942
H 6.52178 0.95765 3.88445
H 6.57764 1.89457 5.43017
H 7.85880 2.10023 4.19647
O 5.08841 -3.37618 3.24062
C 5.05350 -2.12445 2.84278
C 6.41844 -3.90801 3.02686
O 4.17083 -1.33996 3.13574
O 6.13174 -1.78422 2.16499
C 6.97316 -2.94111 1.98089
H 6.32312 -4.93583 2.66613
H 6.95337 -3.86928 4.02455
H 6.85284 -3.29043 0.94879
H 8.00998 -2.64495 2.16496
Ag 3.94245 -0.15359 5.36470

***

(2)
18
Properties=species:S:1:pos:R:3 method="wB97M-V/def2-TZVPD" e_tot_ev=-19093.743 e_homo_ha=-0.295 lumo_energy_ha=0.00571 gap_ev=8.17 multiplicity=1
Be -0.24322 -0.68298 -0.28814
C -1.15108 -1.76113 -1.20918
H -0.93698 -2.57350 -0.45901
H -2.23195 -1.58439 -1.19768
H -0.91294 -2.21624 -2.18241
H -0.59245 -0.27902 -1.51432
H -0.23149 0.48351 -1.17810
S 1.60208 -1.64686 0.26180
C 1.40840 -0.34412 1.33659
C 2.26748 0.15181 2.29345
C 1.99899 1.34338 2.95173
C 0.80441 2.01119 2.63609
C -0.09599 1.50957 1.67143
N 0.20183 0.31900 1.08242
H 3.10898 -0.44173 2.47910
H 2.67917 1.71320 3.71749
H 0.55326 2.95463 3.11652
H -1.03895 2.00298 1.34203

***

(3)
20
Properties=species:S:1:pos:R:3 method="wB97M-V/def2-TZVPD" e_tot_ev=-20370.558 e_above_lowest_kcal_mol=100.4 e_homo_ha="-0.621 / -0.593" lumo_energy_ha="-0.33922 / -0.38513" total_charge=+2 gap_ev="7.67 / 5.66" multiplicity=1
O 3.59565 -0.49818 0.09787
C 2.58786 -1.22732 -0.16311
O 2.35251 -1.48763 -1.38442
O 1.68221 -1.31715 0.77102
C 0.42089 -0.60062 0.77887
Bi 4.26098 -0.83684 -1.80750
H 0.60274 -0.21049 -0.23599
H 0.42430 -0.68190 1.87913
C -1.45695 -1.33146 1.23221
C -1.95511 -0.09087 0.76777
H -1.40260 -2.20990 0.58259
H -1.62149 -1.52605 2.29802
H -2.89540 -0.10800 0.20717
C -0.99048 0.89269 0.41107
C -1.27281 1.65598 -0.86227
O -0.14009 2.43009 -1.21189
H -0.50837 1.51084 1.17767
H -2.15260 2.30256 -0.70108
H -1.52357 0.95256 -1.67583
H -0.00767 2.38167 -2.16131

***

(4)
16
Properties=species:S:1:pos:R:3 method="wB97M-V/def2-TZVPD" e_tot_ev=-76404.842 e_above_lowest_kcal_mol=112.1 e_homo_ha=-0.309 lumo_energy_ha=-0.00774 gap_ev=8.21 multiplicity=1
C 0.16413 0.19635 -2.21700
C -0.15700 0.74025 -1.03789
C -1.72934 1.39002 0.70690
C -1.44095 0.68088 -0.37421
C 2.06144 -0.75739 0.70182
C 0.96980 -1.66062 1.19281
Br 2.49821 0.62973 1.78135
H 1.32019 0.30212 -2.39866
H -0.53065 -0.31466 -2.88526
H 0.56314 1.31994 -0.49425
H -1.07190 2.05364 1.04828
H -2.65482 1.28513 1.23103
H -2.11306 -0.03332 -0.87779
H 0.34521 -1.34330 0.39074
H 0.64847 -1.79183 2.24930
H 1.12714 -2.69695 0.98285

***

(5)
16
Properties=species:S:1:pos:R:3 method="wB97M-V/def2-TZVPD" e_tot_ev=-76407.682 e_above_lowest_kcal_mol=46.6 e_homo_ha=-0.355 lumo_energy_ha=0.01758 smiles="C=C1[C@@H](Br)C1(C)C" gap_ev=10.13 multiplicity=1
C -0.60557 -1.26865 -0.13169
C -0.12036 -2.42290 0.16119
C -1.56244 -0.42786 -0.74548
C -0.23276 0.10633 -0.12793
C 0.87070 0.69306 -0.97898
C -0.47602 0.92420 1.17486
Br -3.26928 0.21578 0.01255
H 0.72965 -2.49256 0.87044
H -0.73207 -3.35432 0.23118
H -1.74060 -0.42027 -1.81763
H 0.80506 1.81530 -1.17273
H 1.05072 0.19682 -1.85481
H 1.75490 0.62423 -0.42522
H -0.86537 0.07858 1.83552
H -1.11867 1.78362 1.03351
H 0.48902 1.08033 1.68043

***

(6)
16
Properties=species:S:1:pos:R:3 method="wB97M-V/def2-TZVPD" e_tot_ev=-76409.215 e_above_lowest_kcal_mol=11.3 e_homo_ha=-0.317 lumo_energy_ha=0.03164 smiles="C/C=C(Br)/C=C/C" gap_ev=9.48 multiplicity=1
C 0.22954 -0.85472 -0.02746
C -0.85228 0.14596 0.04519
C 1.55249 -0.88363 0.20079
C -0.92533 1.48635 0.07209
C 2.37351 -2.09624 -0.04836
C -2.14180 2.32912 -0.03795
Br -2.56639 -0.78573 -0.00972
H -0.17979 -1.80793 -0.35388
H 2.08470 -0.00273 0.53805
H 0.01878 2.01148 0.15736
H 2.98974 -2.33002 0.81774
H 3.04059 -1.92880 -0.89277
H 1.73577 -2.94716 -0.26833
H -2.53462 2.59075 0.94634
H -2.92823 1.81718 -0.58681
H -1.89670 3.25613 -0.55228

***

(7)
19
Properties=species:S:1:pos:R:3 method="wB97M-V/def2-TZVPD" e_tot_ev=-81433.277 e_above_lowest_kcal_mol=103.3 e_homo_ha="-0.307 / -0.307" lumo_energy_ha="0.02187 / 0.02187" gap_ev="8.95 / 8.95" multiplicity=1
C -2.66925 1.40304 -1.09193
C 0.30703 0.53363 1.36820
C 1.26622 -0.59529 1.24925
C 0.88520 0.18484 0.00645
C -0.00352 -0.38241 -1.04237
C -0.68825 -1.66558 -0.82557
N -2.01973 1.08805 -0.23374
N -0.22237 0.36110 -2.05864
O -0.97405 0.13142 -3.04888
Br 0.49222 -3.23074 -0.73424
H -3.34658 1.47550 -1.83183
H -0.64498 0.15110 1.78506
H 0.74349 1.41394 1.78898
H 2.42346 -0.40640 1.34033
H 0.96206 -1.65432 1.29107
H 1.52469 0.87609 -0.44938
H -1.57592 -2.00025 -1.49353
H -1.03449 -1.52992 0.15160
H 0.07965 1.37194 -1.91377

***

(8)
21
Properties=species:S:1:pos:R:3 method="wB97M-V/def2-TZVPD" e_tot_ev=-84963.433 e_above_lowest_kcal_mol=113.1 e_homo_ha=-0.488 lumo_energy_ha=-0.20419 total_charge=+1 gap_ev=7.73 multiplicity=1
C 0.20505 0.99626 -1.88486
C -0.96100 0.53218 -1.16554
C 1.44232 0.76386 -1.37416
C -1.07973 -0.62371 -0.45304
C 1.72816 0.24940 -0.04402
C 0.12240 0.89816 1.83075
N -0.17760 -1.50978 -0.05698
N -2.44471 -1.13773 -0.03552
N 1.23949 0.20821 1.19122
O -3.45479 -0.54421 -0.42038
O -2.43470 -2.11781 0.63316
Br 3.51673 -0.46287 -0.04817
H 0.13902 1.52837 -2.82054
H -1.88197 1.07214 -1.34514
H 2.20592 0.99087 -2.03506
H -0.43660 0.47899 2.63465
H 0.77149 1.62184 2.33899
H -0.60835 1.24972 1.18865
H 0.70245 -1.49067 -0.41465
H -0.35607 -2.37016 0.42662
H 1.76250 -0.33306 1.85400

***

(9)
21
Properties=species:S:1:pos:R:3 method="wB97M-V/def2-TZVPD" e_tot_ev=-86640.344 e_homo_ha="-0.232 / -0.357" lumo_energy_ha="0.01788 / -0.06279" gap_ev="6.80 / 8.01" multiplicity=3
C -1.78077 -1.36008 0.41887
C -0.29357 -1.51469 0.10086
C 0.39214 -0.30129 -0.54104
C 0.66439 0.98731 0.47167
C -0.30173 2.05631 0.16514
C -2.35499 -0.03866 0.29434
O -2.00116 -0.55295 1.52245
O -0.02000 -2.57622 -0.73572
O 1.64306 -0.70193 -1.03628
O 0.85753 0.85779 1.84848
O -0.63257 2.28298 -1.03843
Br -4.21537 0.11882 -0.33714
H -2.31200 -2.20681 0.45480
H 0.14289 -1.76222 1.00296
H -0.09950 0.27841 -1.37923
H 1.70662 1.20042 0.06973
H -0.77686 2.61610 1.01510
H -0.14691 -2.48055 -1.64863
H 1.73607 -1.70354 -0.65717
H 0.25562 0.10543 1.98080
H -1.37268 2.88012 -1.15287

***

(10)
17
Properties=species:S:1:pos:R:3 method="wB97M-V/def2-TZVPD" e_tot_ev=-87243.563 e_above_lowest_kcal_mol=49.2 e_homo_ha=-0.309 lumo_energy_ha=-0.02315 smiles="CC(=S)C(Br)=C(C)C" gap_ev=7.79 multiplicity=1
C -0.51158 -0.19168 0.04549
C 0.17418 0.95933 -0.21197
C -0.07822 -1.57505 0.15892
C -0.37360 2.38710 -0.19196
C 1.64928 1.04631 -0.20392
C -0.96625 -2.74815 0.48720
S 1.45099 -1.80351 -0.31680
Br -2.47702 -0.01481 -0.10127
H 0.08955 2.77430 0.64228
H -1.49537 2.41125 -0.37150
H 0.08462 2.79309 -1.08688
H 1.93799 2.10973 -0.08744
H 2.17132 0.71112 -1.05129
H 1.96334 0.43629 0.55013
H -0.72429 -3.32964 1.38262
H -2.05008 -2.43685 0.53212
H -0.84489 -3.52883 -0.17572